67
Properties=species:S:1:pos:R:3:forces:R:3 method="wB97M-V/def2-TZVPD" lumo_ev=-3.6 homo_lumo_gap_ev=8.9 total_charge=+1 homo_energy_ev=-12.48 total_energy_ha=-1632.28385
O 1.646104 5.064092 -0.992627 -1.38 -3.99 6.91
C 1.483618 4.308995 0.005763 2.14 -0.74 -3.79
N 1.566392 3.300382 0.832565 -1.12 3.75 -2.86
C 0.947113 2.054092 0.274007 1.08 -0.17 -1.96
C 1.758905 1.665087 -1.099972 -1.18 0.16 0.33
C 3.358822 1.726717 -0.943719 0.35 -1.49 -1.36
C 4.044806 2.495400 -2.218731 -0.38 -0.96 1.69
F 3.450486 1.943414 -3.419187 0.91 1.18 1.89
C 1.133604 0.832014 1.307211 0.87 2.11 0.74
N 0.012051 -0.135407 1.065077 0.00 -0.75 -0.75
C 0.229083 -1.513955 1.601204 0.40 -6.56 2.69
C 1.655836 -2.223663 1.705741 -1.85 -1.24 0.57
C 1.872630 -3.686976 2.231046 -3.44 0.99 -0.07
C 0.657527 -4.596629 2.702022 -0.43 4.93 -1.84
C -0.765579 -3.925458 2.615983 3.09 1.22 -0.99
C -0.983555 -2.424991 2.081033 2.89 -1.47 0.09
C -1.249762 0.538230 1.547443 -0.72 1.10 1.39
C -1.402480 2.019873 0.875442 -2.25 -0.05 0.17
C -1.482253 3.080319 2.085349 -0.02 0.78 0.45
C -2.299842 4.431017 1.758189 -0.04 1.29 0.83
C -1.620094 5.383818 0.663725 0.61 0.78 -3.55
O -1.805141 5.329252 -0.586050 0.54 -0.31 5.15
O -0.702169 6.381196 1.173029 -0.84 -2.40 -0.73
C -2.843611 1.975372 0.094452 0.61 -0.25 -0.93
C -2.839878 0.867056 -1.114400 -0.24 -0.74 1.06
C -3.944720 1.151676 -2.244201 -2.41 -2.35 0.43
O -5.028229 0.503438 -2.178722 4.54 3.53 -0.67
O -3.600812 2.094622 -3.274908 0.17 -2.68 1.48
O -0.416690 2.314730 -0.145853 0.66 -1.52 1.99
H 1.350589 2.360906 -1.939892 0.87 -1.10 1.52
H 1.373361 0.603499 -1.385665 0.89 1.66 0.32
H 3.743117 2.112298 0.064521 -0.71 -0.20 -1.57
H 3.739490 0.628344 -1.033990 -0.61 1.84 0.26
H 3.832687 3.612036 -2.059252 0.35 -1.60 -1.02
H 5.167672 2.228050 -2.200898 -1.87 0.70 -0.33
H 1.052409 1.227346 2.383642 0.05 -0.80 -1.56
H 2.185759 0.407220 1.160957 -1.83 0.35 0.08
H -0.080452 -0.232013 0.025443 0.08 0.05 0.72
H 2.612502 -1.665642 1.357379 -1.93 -1.08 0.71
H 2.937205 -4.147145 2.277502 -2.05 1.18 -0.20
H 0.861113 -5.669608 3.048025 -0.57 1.89 -0.53
H -1.663089 -4.589000 2.931522 1.55 1.64 -0.68
H -2.083396 -2.087581 2.045762 2.09 -0.49 0.04
H -2.205484 -0.068936 1.383176 1.78 0.67 -0.09
H -1.123981 0.665863 2.692879 -0.10 -0.39 -1.95
H -2.011894 2.603674 3.007754 0.76 0.68 -1.78
H -0.444801 3.417122 2.488371 -1.57 -0.81 -0.93
H -2.321825 5.040845 2.750873 0.14 -1.04 -1.74
H -3.410252 4.263650 1.487321 2.01 0.12 0.16
H -0.014497 6.582438 0.479149 -1.42 -0.15 0.49
H -3.109963 2.972670 -0.404667 0.60 -1.25 1.12
H -3.628534 1.657713 0.867789 0.98 0.68 -1.19
H -1.798692 0.688091 -1.561155 -1.43 0.70 0.46
H -3.143666 -0.134183 -0.604162 0.35 1.59 -1.28
H -2.780170 1.703653 -3.687743 -0.97 0.87 0.55
C -0.116267 -6.442342 -2.074567 -0.24 -0.08 -0.19
C 0.411645 -5.017121 -2.111755 0.28 -0.51 0.45
C 1.907334 -4.973471 -1.841112 0.18 0.20 -0.14
O -0.270078 -4.233394 -1.133410 -0.20 0.45 0.07
H 0.042605 -6.892273 -1.088782 0.14 0.05 -0.05
H -1.194078 -6.457573 -2.258964 0.13 0.03 -0.06
H 0.376022 -7.065398 -2.825730 -0.05 0.01 0.09
H 0.201806 -4.572723 -3.088940 -0.10 0.10 0.20
H 2.136391 -5.372405 -0.847109 -0.08 -0.12 -0.07
H 2.271222 -3.941827 -1.859234 -0.04 -0.07 -0.09
H 2.460330 -5.552489 -2.585251 -0.01 0.05 0.10
H -0.094302 -4.614009 -0.260697 0.00 0.02 -0.22